(1)
ORCA calculation (ωB97M-V with the def2-TZVPD basis set) on a gas-phase ion, C14H34BIN3O4P2S (charge +1) in a non-equilibrium geometry.

Properties
- Total charge: +1
- F_max: 4.34 eV/A
- Electronic energy: -65914.3907 eV
- SMILES: CCCCCCCCC[C@@]1([PH2]=N)[NH2+][C@H](CB(O)O)[C@@H](I)N[C@@H]1P(O)(O)=S

Geometry (Å):
C -3.340268 -4.462422 -3.041485
C -2.079930 -4.239225 -3.964260
C -1.006527 -3.362149 -3.222577
C -0.360169 -4.192795 -2.065544
C 0.408082 -3.293721 -1.020039
C -0.391807 -3.241077 0.338233
C -1.331212 -1.974071 0.410131
C -0.542300 -0.779385 1.054289
C -0.493438 0.503909 0.160550
C -0.324281 1.832455 0.941549
P -1.987764 2.453212 1.668738
N -3.149841 1.375269 1.435860
N 0.631656 1.768874 2.092310
C 2.075087 1.811571 1.706946
C 2.907611 1.554829 3.016513
B 4.428225 1.115953 2.711347
O 5.422228 1.662319 3.562286
O 4.769029 0.218495 1.669287
C 2.334434 3.291157 1.190191
I 3.876979 3.292784 -0.361667
N 1.137313 3.924675 0.575582
C 0.319289 2.890972 -0.082338
P -0.921014 3.653380 -1.262981
O -1.289491 5.223518 -0.786857
O -2.283933 2.719398 -1.467559
S -0.022630 3.787687 -2.997453
H -3.090215 -4.108393 -2.020772
H -4.171147 -3.840046 -3.419945
H -3.610864 -5.530950 -2.955552
H -1.595781 -5.188255 -4.265598
H -2.419123 -3.739394 -4.895413
H -0.197629 -3.155034 -3.957407
H -1.490460 -2.428370 -2.868436
H -1.129822 -4.800982 -1.542589
H 0.347557 -4.933908 -2.494952
H 1.453487 -3.630783 -0.876141
H 0.438642 -2.243582 -1.393873
H -0.969927 -4.176636 0.489976
H 0.354229 -3.216195 1.162114
H -1.590201 -1.733855 -0.637095
H -2.206412 -2.233293 1.029913
H 0.513454 -1.128700 1.168486
H -0.908486 -0.561516 2.079450
H 0.262855 0.346312 -0.632763
H -1.475654 0.570125 -0.359939
H -2.308802 3.729041 1.117509
H -1.791604 2.652977 3.074997
H -3.503799 1.071538 2.341644
H 0.468138 2.607930 2.661689
H 0.493302 0.973946 2.725676
H 2.344916 1.102623 0.902929
H 2.916816 2.511911 3.587789
H 2.400262 0.817463 3.684249
H 5.894568 2.358887 3.097010
H 5.032799 0.720010 0.891086
H 2.707366 3.919657 2.021393
H 0.600802 4.300574 1.362680
H 1.019167 2.310577 -0.719846
H -0.521588 5.732340 -1.081213
H -3.018562 3.352406 -1.534639

Cartesian forces, eV/Å:
C 0.82 0.17 -0.19
C -0.18 0.44 0.48
C -0.06 -1.37 -0.58
C 0.34 0.49 0.01
C -1.01 -0.15 0.21
C 0.51 0.11 -0.07
C 1.14 -0.70 0.42
C 0.68 -0.01 -0.33
C -1.17 -0.77 0.65
C 0.12 1.03 -1.54
P -2.55 -2.49 -0.03
N 1.36 1.25 0.40
N 0.19 0.00 -0.05
C 1.75 0.81 0.62
C -0.49 0.33 -0.45
B 1.48 -0.29 0.29
O -1.64 -0.39 -1.17
O -1.01 1.37 1.17
C -0.22 -0.22 -0.64
I -0.28 -0.13 0.64
N -0.25 -0.92 1.18
C -0.48 -0.73 1.16
P 1.07 1.22 -4.02
O -0.40 -2.72 0.79
O 1.44 1.88 1.93
S -0.21 -0.17 1.13
H -0.30 -0.19 -0.44
H 0.21 -0.57 0.29
H -0.12 0.64 -0.18
H -0.34 0.38 0.20
H 0.36 -0.26 0.48
H -0.50 0.39 0.52
H 0.43 -0.42 -0.14
H 0.42 0.47 -0.26
H -0.44 0.48 0.07
H -0.64 0.10 -0.01
H 0.24 -0.63 0.02
H 0.29 0.57 -0.22
H -0.58 0.07 -0.22
H -0.36 0.02 0.65
H 0.17 0.42 -0.56
H -0.60 0.29 0.09
H -0.11 -0.08 -0.56
H -0.16 0.43 0.49
H 0.56 0.14 0.35
H 0.83 -0.18 0.14
H 0.60 0.45 -0.53
H -0.14 -0.11 -0.23
H 0.13 -0.28 0.16
H -0.31 -0.14 -0.35
H -0.72 0.01 0.54
H 0.09 -0.67 -0.18
H 0.39 0.19 -0.54
H 0.60 -0.04 0.13
H 0.31 -0.24 -0.32
H -0.25 -0.24 -0.60
H 0.01 0.55 -0.43
H -0.65 0.51 0.02
H 0.04 0.20 -0.26
H -0.41 -0.31 -0.12


(2)
ORCA calculation (ωB97M-V with the def2-TZVPD basis set) on a molecular structure, C16H15ClIrO4 in a non-equilibrium geometry.

Properties
- Total charge: +1
- F_max: 3.54 eV/A
- Energy relative to the best compared isomer or geometry (same formula, charge and spin): 2.283 eV

Geometry (Å):
Ir 0.080641 0.224749 1.139416
C 3.924941 0.018049 1.635416
C 2.669541 0.786749 1.860616
C 1.840341 0.495249 2.958116
C 0.714141 1.289949 3.240516
C 0.429041 2.409049 2.440116
C 1.234341 2.686749 1.330916
C 2.326941 1.871749 1.031616
H 4.726741 0.469449 2.222216
H 4.217941 0.041649 0.589616
H 3.811141 -1.014751 1.955316
H 2.119441 -0.305751 3.631216
H 0.133841 1.105249 4.135416
H -0.378159 3.074749 2.708916
H 1.032341 3.558049 0.726216
H 2.960341 2.109449 0.188616
Cl -4.165959 0.146849 -5.086884
C -2.931559 0.234949 -3.918184
C -1.588659 0.313449 -4.310184
C -0.601259 0.382149 -3.359684
C -0.878459 0.328249 -1.958184
O 0.085141 0.257749 -1.138984
C -2.282559 0.291149 -1.574584
C -2.685259 0.307349 -0.200884
O -1.974559 0.584249 0.794016
C -3.262759 0.229149 -2.561384
H -1.338059 0.304149 -5.358984
H 0.436341 0.416449 -3.653584
H -3.738459 0.072249 -0.010284
H -4.298959 0.187449 -2.264384
C -0.804859 -3.788251 0.055516
O -0.774959 -2.369751 0.340716
C 0.234641 -1.882751 1.010616
O 1.191641 -2.461751 1.455716
H -1.600459 -3.930951 -0.670784
H -1.018859 -4.339251 0.970816
H 0.154341 -4.103251 -0.354684

Cartesian forces, eV/Å:
Ir 0.87 0.42 -3.41
C 0.03 -0.16 -0.06
C -0.35 -0.13 -0.50
C -0.63 -0.11 -0.03
C -0.25 -0.39 0.25
C 0.18 0.18 -0.31
C -0.41 0.12 0.24
C -0.19 -0.24 0.35
H 0.04 0.01 0.02
H 0.04 -0.03 -0.05
H 0.01 -0.06 -0.03
H -0.16 -0.12 -0.12
H 0.01 -0.04 -0.06
H -0.13 -0.07 -0.08
H -0.08 -0.01 -0.09
H -0.04 -0.06 -0.12
Cl -0.47 -0.02 -0.53
C -0.30 0.02 1.83
C 0.09 0.04 0.66
C 0.18 -0.07 0.36
C -2.06 -0.05 -0.66
O 1.59 -0.25 3.08
C 1.38 -0.18 1.03
C 0.64 -0.04 -1.52
O 0.82 -0.94 1.40
C -0.19 -0.10 -1.83
H 0.04 0.04 -0.11
H 0.10 0.01 -0.01
H -0.02 0.41 0.17
H -0.18 -0.03 -0.05
C 0.23 -0.24 0.08
O -0.53 0.08 -0.27
C 0.33 1.45 0.57
O -0.60 0.41 -0.26
H 0.05 0.09 0.07
H 0.04 0.05 -0.05
H -0.07 0.03 0.04


(3)
ORCA calculation (ωB97M-V with the def2-TZVPD basis set) on 2 unconnected molecules or ions with the total composition C3H3N2O2 in a non-equilibrium geometry.

Properties
- Total charge: -1
- F_max: 4.37 eV/A
- Multiplicity: 3
- Energy relative to the best compared isomer or geometry (same formula, charge and spin): 3.724 eV

Geometry (Å):
C 0.581184 0.398615 -0.124238
C 1.296977 -0.709440 0.216348
C 1.864517 0.716322 0.106663
N -1.919474 -0.346573 -0.006196
N -1.341563 0.906513 -0.132353
O 1.536314 -1.863449 0.488868
O 2.805599 1.462933 0.160751
H -2.025010 -0.717740 1.015900
H -1.262689 -0.946525 -0.492739
H -1.535855 1.099340 -1.233002

Cartesian forces, eV/Å:
C 0.70 -0.93 -1.47
C 0.21 -0.45 0.80
C 1.09 0.88 0.40
N -0.61 -1.10 1.84
N -3.65 1.56 -1.84
O -0.16 -0.27 -0.20
O 0.72 0.30 0.03
H 0.76 1.36 -2.31
H -0.19 -0.99 -0.12
H 1.13 -0.37 2.86


(4)
ORCA calculation (ωB97M-V with the def2-TZVPD basis set) on a molecular structure, C25H23BN4O7RuS2 in a non-equilibrium geometry.

Properties
- Total charge: -1
- F_max: 1.02 eV/A
- Multiplicity: 2
- Energy relative to the best compared isomer or geometry (same formula, charge and spin): 0.106 eV

Geometry (Å):
Ru -0.232375 -0.448916 -3.009126
O -2.959865 5.029296 -3.327137
C -2.390341 3.791849 -3.184105
C -3.083345 2.725504 -2.667444
C -2.398770 1.489870 -2.494598
N -1.104620 1.387194 -2.912854
C -0.470846 2.415902 -3.446088
C -1.047763 3.661363 -3.591634
C 0.913327 2.043458 -3.948928
O 1.711925 2.927026 -4.231153
O 1.127930 0.768935 -4.040021
C -2.963963 0.389395 -1.818796
O -4.103548 0.151944 -1.471025
O -1.897719 -0.577637 -1.339548
H -3.865839 4.978123 -3.009058
H -4.110890 2.801965 -2.332856
H -0.488336 4.477887 -4.021189
C -3.407025 -4.006563 -5.284271
S -1.637970 -4.359262 -5.349650
C -0.974936 -2.999651 -4.429524
S -1.636659 -1.434771 -4.618350
N 0.061798 -3.342506 -3.703460
N 0.579462 -2.260974 -3.022546
C 1.595830 -2.465876 -2.257476
C 2.016450 -1.335486 -1.431685
C 3.103678 -1.379068 -0.572845
C 3.435624 -0.250635 0.159426
C 2.672988 0.896183 0.018497
C 1.591796 0.865335 -0.847194
N 1.264094 -0.220687 -1.543625
H -3.883257 -4.728206 -5.947333
H -3.606326 -2.996544 -5.630490
H -3.778378 -4.132347 -4.269659
H 2.076641 -3.437072 -2.223958
H 3.677069 -2.293594 -0.495814
H 4.286139 -0.262621 0.829382
H 2.908026 1.803235 0.557347
H 0.958565 1.731364 -0.995996
C 2.242110 0.668742 5.754307
C 1.250958 -0.377193 5.227214
C 0.115923 -0.549375 6.247268
C 1.992947 -1.710067 5.088377
C 0.635483 0.067476 3.896908
C 0.281039 1.402695 3.699193
C -0.377961 1.846224 2.549313
C -0.669598 0.903741 1.595592
O -1.323074 1.054971 0.399244
B -1.361727 -0.232124 -0.149703
O -0.721169 -1.153731 0.687179
C -0.308496 -0.421333 1.768240
C 0.330543 -0.868235 2.898608
H 2.787877 0.264377 6.609802
H 1.738741 1.576680 6.089092
H 2.965224 0.945428 4.984250
H 0.515694 -0.822325 7.228714
H -0.573233 -1.333081 5.925809
H -0.452769 0.376567 6.350358
H 2.504022 -1.944711 6.024495
H 2.739150 -1.666366 4.291805
H 1.311137 -2.534515 4.874493
H 0.512227 2.135190 4.461516
H -0.653197 2.883713 2.413456
H 0.579577 -1.916161 2.989251

Cartesian forces, eV/Å:
Ru 0.02 0.35 0.96
O 0.03 -0.01 -0.02
C 0.02 -0.08 -0.02
C 0.01 0.00 -0.02
C -0.04 -0.01 0.27
N -0.12 -0.10 -0.02
C 0.05 -0.09 -0.16
C 0.00 0.09 0.04
C 0.15 -0.02 -0.12
O -0.03 -0.11 -0.04
O -0.06 -0.16 -0.25
C -0.07 0.15 0.04
O 0.06 0.01 0.10
O -0.36 -0.05 -0.54
H -0.06 0.00 0.00
H 0.01 0.04 -0.03
H -0.03 0.00 -0.01
C 0.08 0.08 -0.08
S 0.03 -0.14 0.08
C 0.21 0.03 0.06
S -0.14 0.12 -0.08
N 0.01 0.13 -0.11
N -0.19 0.18 -0.33
C 0.34 0.06 0.40
C -0.08 -0.40 -0.30
C 0.18 0.02 0.15
C 0.03 -0.14 -0.01
C -0.04 0.06 -0.04
C 0.06 -0.01 0.00
N -0.11 0.23 0.02
H 0.00 0.00 0.02
H -0.05 -0.02 -0.03
H -0.03 0.02 -0.01
H -0.02 0.02 0.11
H 0.03 0.03 0.01
H 0.00 -0.02 0.00
H -0.03 -0.01 0.01
H 0.00 0.00 -0.02
C 0.02 0.01 -0.03
C -0.01 0.01 -0.05
C 0.01 -0.02 0.03
C 0.01 0.01 -0.01
C -0.06 -0.03 0.00
C -0.01 0.04 -0.06
C 0.04 0.02 0.03
C -0.07 0.07 -0.02
O -0.07 -0.05 0.09
B 0.31 -0.15 -0.09
O -0.03 -0.04 0.05
C -0.07 -0.12 -0.05
C 0.09 0.00 0.03
H -0.02 0.02 0.01
H 0.01 -0.01 -0.03
H 0.01 -0.02 0.02
H 0.00 0.00 -0.03
H 0.00 0.02 0.00
H 0.01 -0.01 0.02
H -0.01 -0.01 -0.01
H 0.00 -0.01 0.02
H 0.02 0.01 -0.01
H -0.02 -0.02 0.00
H 0.01 -0.01 0.02
H -0.01 0.02 0.00


(5)
ORCA calculation (ωB97M-V with the def2-TZVPD basis set) on 4 unconnected molecules or ions with the total composition C24H47F2N6O3.

Properties
- Total charge: +1
- F_max: 0.40 eV/A
- Electronic energy: -46160.0940 eV

Geometry (Å):
C 1.906673 -5.205075 1.494380
C 0.590033 -5.598837 0.805374
C -0.535114 -4.557759 0.947108
N -0.889037 -3.777373 -0.243304
N 0.129162 -2.953891 -0.745934
C 1.030399 -3.400104 -1.821710
C 2.495123 -3.590358 -1.423950
F 3.298493 -2.948591 -2.356345
C 0.261141 -1.713403 -0.287382
N 1.270440 -0.914702 -0.687886
C 1.109326 0.214393 -0.030723
C 1.981824 1.408601 -0.131134
C 2.454570 2.011890 1.183335
C 2.678319 1.114419 2.365677
N 2.677745 3.250726 1.157494
N 0.041265 0.164868 0.753938
N -0.536387 -1.073513 0.603756
C -1.738365 -1.414640 1.342591
C -2.767644 -0.319035 1.337101
F -1.331703 -1.699359 2.644069
H 1.986107 -4.117932 1.589074
H 1.960945 -5.616908 2.499853
H 2.777230 -5.539483 0.931111
H 0.756356 -5.825694 -0.250052
H 0.232357 -6.523632 1.260393
H -0.296036 -3.867696 1.758552
H -1.465075 -5.052776 1.233743
H -1.213793 -4.367243 -0.997870
H 0.602296 -4.325524 -2.203419
H 1.000225 -2.664390 -2.625713
H 2.697207 -3.144040 -0.452718
H 2.778760 -4.642241 -1.432825
H 1.468407 2.191433 -0.693753
H 2.866641 1.120779 -0.701570
H 3.295026 1.630456 3.101286
H 3.173228 0.181842 2.086434
H 1.740963 0.845094 2.861203
H 3.046305 3.580633 2.053780
H -0.289515 0.888519 1.370804
H -2.128053 -2.321712 0.893967
H -3.023825 -0.077616 0.304575
H -3.674339 -0.672798 1.818553
H -2.407937 0.586499 1.826685
C 2.422917 6.735148 3.979363
C 2.293614 6.149758 5.384600
C 2.788850 4.726267 5.170511
O 3.762448 4.792241 4.123069
C 3.708850 6.081817 3.494466
H 2.474958 7.821904 3.960849
H 1.579184 6.423335 3.359531
H 2.951692 6.679046 6.075667
H 1.281585 6.185073 5.783962
H 1.970143 4.066789 4.856470
H 3.256432 4.296833 6.056618
H 4.587362 6.660196 3.793502
H 3.737501 5.944930 2.412878
C -6.955600 -1.025335 -1.706485
C -6.372637 0.281111 -2.242774
C -5.937933 0.971845 -0.957769
O -5.565409 -0.073745 -0.048685
C -6.006768 -1.336276 -0.557856
H -6.995836 -1.823607 -2.445179
H -7.965163 -0.860347 -1.327073
H -5.508262 0.077761 -2.878966
H -7.083191 0.873677 -2.815187
H -6.756973 1.547049 -0.517383
H -5.084870 1.638004 -1.095623
H -5.135080 -1.903990 -0.909792
H -6.479837 -1.895249 0.249877
C 1.069884 -0.366100 -5.654786
C 1.349384 -0.257356 -4.156399
C 1.770549 1.201173 -4.032393
O 1.050320 1.911681 -5.032850
C 0.446720 0.993772 -5.947226
H 0.413947 -1.193135 -5.922641
H 2.006429 -0.482685 -6.202448
H 0.430476 -0.433423 -3.587167
H 2.113404 -0.946297 -3.796806
H 2.845082 1.319364 -4.207413
H 1.532946 1.634753 -3.058794
H -0.634950 0.979474 -5.774440
H 0.628092 1.340719 -6.963773

Cartesian forces, eV/Å:
C -0.09 0.25 -0.18
C 0.03 -0.01 0.23
C 0.08 -0.39 0.04
N -0.08 0.25 0.12
N 0.32 -0.19 -0.06
C -0.08 -0.02 -0.09
C 0.08 0.09 -0.14
F -0.11 -0.05 0.03
C -0.17 -0.05 -0.09
N 0.04 -0.28 -0.06
C 0.21 0.24 0.00
C 0.15 0.00 -0.07
C -0.09 0.01 -0.01
C 0.12 -0.09 0.23
N -0.06 0.30 0.18
N 0.16 0.25 -0.09
N -0.22 0.13 0.03
C -0.09 -0.17 0.31
C 0.23 0.09 -0.30
F -0.11 0.09 -0.17
H 0.04 -0.03 -0.01
H 0.05 0.00 0.01
H 0.00 -0.12 0.12
H -0.04 0.02 -0.03
H 0.04 -0.06 -0.15
H -0.04 0.09 -0.04
H -0.02 0.06 -0.03
H -0.04 0.03 -0.04
H 0.00 0.02 0.01
H 0.04 0.01 0.02
H 0.02 -0.07 0.05
H 0.02 0.00 0.11
H 0.05 -0.03 -0.01
H -0.07 -0.07 -0.08
H -0.01 -0.04 -0.01
H 0.01 0.00 -0.05
H 0.00 0.00 -0.06
H 0.06 0.03 0.00
H -0.30 -0.22 0.14
H 0.12 -0.04 0.03
H -0.09 -0.01 0.05
H 0.03 0.09 0.10
H -0.10 -0.04 0.15
C -0.02 -0.04 0.01
C 0.03 0.02 -0.01
C 0.00 0.01 0.02
O -0.11 -0.11 -0.16
C 0.01 0.04 -0.02
H 0.00 0.01 0.02
H 0.01 0.00 -0.01
H 0.00 -0.01 0.00
H -0.01 0.00 -0.01
H -0.01 0.01 0.01
H 0.02 -0.02 -0.01
H 0.00 -0.01 0.01
H 0.02 -0.01 -0.01
C -0.02 0.03 0.01
C 0.03 -0.03 0.01
C -0.06 0.00 0.00
O 0.06 -0.01 -0.05
C 0.00 0.00 -0.01
H 0.01 0.00 -0.01
H 0.00 0.00 0.01
H 0.00 0.00 0.00
H -0.02 0.00 0.00
H 0.00 0.00 -0.01
H 0.01 0.00 0.02
H -0.02 -0.01 -0.01
H 0.01 0.01 0.02
C 0.02 0.03 0.01
C -0.01 -0.07 -0.01
C 0.02 -0.01 -0.04
O -0.04 0.03 0.01
C -0.01 -0.03 0.02
H -0.01 -0.01 0.01
H 0.00 0.01 0.00
H -0.01 0.02 -0.01
H 0.02 0.02 -0.01
H 0.01 -0.02 0.02
H 0.00 0.02 0.00
H 0.00 -0.01 -0.01
H 0.01 0.02 0.00


(6)
ORCA calculation (ωB97M-V with the def2-TZVPD basis set) on a molecular structure, C3H4LaLiO2 in a non-equilibrium geometry.

Properties
- Total charge: +2
- F_max: 1.68 eV/A
- Energy relative to the best compared isomer or geometry (same formula, charge and spin): 0.378 eV

Geometry (Å):
O 1.019227 -0.657411 1.436523
La 1.787383 1.578308 1.350044
C 0.608549 -1.475292 0.578002
O 0.360542 -0.967873 -0.674337
C 0.470278 0.363399 -1.010221
C -0.387987 1.314770 -0.550801
H 1.164086 0.545363 -1.836900
H -0.236061 2.333693 -0.920116
H -1.238622 1.325965 0.134097
Li -1.126254 -2.730988 1.056612
H -2.421140 -1.629935 0.437096

Cartesian forces, eV/Å:
O 0.90 1.24 -0.13
La -0.35 -0.71 -0.17
C -1.65 -0.27 -0.17
O 0.27 -0.32 0.32
C -0.39 0.55 0.37
C 0.95 1.16 0.26
H -0.22 0.00 0.26
H -0.04 -0.28 -0.45
H 0.21 -0.97 -0.18
Li 0.84 -0.79 0.12
H -0.51 0.38 -0.22